# 1
Molecular formula: F3NOS2
Method: DFT, ωB97M-V/def2-TZVPD

```
! RIJCOSX wB97M-V def2-TZVPD def2/J DEFGRID3
* xyz 0 1
N 0.238 0.900 0.596
O -1.512 -1.187 0.714
F 1.597 0.435 -1.441
F 1.992 -1.081 0.175
F -2.488 0.815 -0.295
S 1.629 0.626 0.268
S -1.201 -0.319 -0.354
*
```

The HOMO energy is -11.30 eV. For the LUMO energy, the calculation gives -0.0670 Eh. Its total energy is -33357.5921 eV. Its orbital gap is 9.5 eV. The value obtained for the energy above the lowest of the compared OMol25 structures with the same formula, charge and spin is 25.0 kcal per mole.

For reference, the Mulliken charges in units of e are:
1. N -0.282
2. O -0.322
3. F -0.309
4. F -0.324
5. F -0.269
6. S 0.644
7. S 0.862

# 2
Molecular formula: C54H42CsO4P3SSi
Method: DFT, ωB97M-V/def2-TZVPD

```
! RIJCOSX wB97M-V def2-TZVPD def2/J DEFGRID3
* xyz -2 1
Cs -0.325 -0.082 -0.371
C 5.257 1.867 -4.790
C 4.847 0.550 -4.938
C 4.255 -0.126 -3.872
C 4.050 0.493 -2.641
C 4.453 1.828 -2.522
C 5.057 2.506 -3.569
P 3.158 -0.267 -1.149
C 2.931 -1.957 -1.834
C 3.899 -2.960 -1.840
C 3.619 -4.201 -2.401
C 2.374 -4.451 -2.971
C 1.399 -3.460 -2.958
C 1.676 -2.228 -2.374
C 4.647 -0.472 -0.043
C 5.971 -0.179 -0.359
C 6.959 -0.295 0.614
C 6.623 -0.689 1.904
C 5.300 -0.986 2.216
C 4.289 -0.905 1.257
Si 2.397 -1.356 1.333
C 2.440 -3.217 1.889
C 3.568 -3.942 2.309
C 3.490 -5.278 2.676
C 2.270 -5.945 2.639
C 1.139 -5.271 2.206
C 1.216 -3.930 1.823
P -0.209 -2.958 1.154
C -1.013 -2.360 2.718
C -1.026 -3.117 3.892
C -1.625 -2.635 5.044
C -2.227 -1.378 5.042
C -2.237 -0.623 3.882
C -1.635 -1.111 2.725
C -1.360 -4.310 0.652
C -0.920 -5.188 -0.344
C -1.739 -6.199 -0.819
C -3.033 -6.339 -0.323
C -3.491 -5.455 0.642
C -2.660 -4.447 1.126
C 1.979 -0.414 3.006
C 1.634 -1.021 4.226
C 1.364 -0.278 5.365
C 1.452 1.111 5.333
C 1.821 1.739 4.155
C 2.076 1.001 2.999
P 2.605 1.773 1.399
C 4.078 2.751 1.912
C 4.901 2.355 2.966
C 6.076 3.039 3.254
C 6.455 4.137 2.494
C 5.646 4.542 1.437
C 4.476 3.854 1.151
C 1.369 3.086 1.095
C 1.278 4.228 1.895
C 0.254 5.140 1.711
C -0.713 4.904 0.740
C -0.640 3.788 -0.075
C 0.425 2.898 0.077
H 5.723 2.392 -5.616
H 4.989 0.040 -5.884
H 3.950 -1.157 -4.011
H 4.293 2.347 -1.579
H 5.361 3.538 -3.438
H 4.870 -2.770 -1.398
H 4.375 -4.978 -2.393
H 2.161 -5.417 -3.413
H 0.418 -3.650 -3.377
H 0.903 -1.468 -2.336
H 6.238 0.151 -1.356
H 7.989 -0.066 0.365
H 7.394 -0.756 2.665
H 5.047 -1.280 3.232
H 4.534 -3.450 2.336
H 4.386 -5.802 2.994
H 2.201 -6.987 2.933
H 0.194 -5.797 2.139
H -0.543 -4.088 3.911
H -1.619 -3.236 5.947
H -2.689 -0.993 5.945
H -2.713 0.349 3.854
H -1.719 -0.525 1.820
H 0.083 -5.080 -0.746
H -1.373 -6.871 -1.587
H -3.679 -7.125 -0.695
H -4.503 -5.537 1.020
H -3.036 -3.754 1.869
H 1.576 -2.103 4.282
H 1.078 -0.783 6.282
H 1.236 1.699 6.218
H 1.907 2.819 4.136
H 4.621 1.500 3.569
H 6.698 2.706 4.077
H 7.367 4.674 2.722
H 5.926 5.397 0.831
H 3.851 4.186 0.328
H 2.029 4.414 2.654
H 0.196 6.025 2.335
H -1.545 5.591 0.625
H -1.419 3.566 -0.792
H 0.491 2.058 -0.612
O -3.126 2.162 -0.151
S -3.028 0.930 -0.949
O -4.227 0.645 -1.722
O -2.715 -0.215 -0.024
O -1.826 1.048 -1.851
*
```

The HOMO energy is -1.35 eV. For the LUMO energy, the calculation gives 0.1332 Eh. Its total energy is -111998.3763 eV. Its orbital gap is 5.0 eV. The value obtained for the energy above the lowest of the compared OMol25 structures with the same formula, charge and spin is 29.8 kcal per mole.

Mulliken atomic charge list, values in e, 99 entries:
1. Cs 3.076
2. C -0.495
3. C -0.817
4. C -0.447
5. C -0.294
6. C -0.137
7. C -0.586
8. P 0.795
9. C 0.629
10. C -0.215
11. C -0.660
12. C -0.561
13. C -0.962
14. C -0.762
15. C 0.069
16. C -0.882
17. C -0.912
18. C -1.072
19. C 0.246
20. C -0.200
21. Si 1.504
22. C 0.276
23. C -0.776
24. C -0.831
25. C -0.817
26. C -0.258
27. C -0.278
28. P 0.173
29. C 1.539
30. C -0.326
31. C -0.579
32. C -0.631
33. C -0.704
34. C -1.203
35. C 0.020
36. C -0.310
37. C -0.654
38. C -0.552
39. C -0.623
40. C -0.680
41. C 1.251
42. C -0.546
43. C -0.734
44. C -1.151
45. C 0.113
46. C -0.349
47. P 1.001
48. C 0.595
49. C -0.600
50. C -0.684
51. C -0.534
52. C -0.788
53. C -0.494
54. C 0.856
55. C -0.315
56. C -0.777
57. C -0.592
58. C -1.107
59. C -1.508
60. H 0.339
61. H 0.389
62. H 0.391
63. H 0.349
64. H 0.421
65. H 0.338
66. H 0.377
67. H 0.337
68. H 0.429
69. H 0.681
70. H 0.444
71. H 0.340
72. H 0.352
73. H 0.473
74. H 0.306
75. H 0.365
76. H 0.366
77. H 0.402
78. H 0.313
79. H 0.345
80. H 0.309
81. H 0.476
82. H -0.024
83. H 0.509
84. H 0.411
85. H 0.349
86. H 0.399
87. H 0.392
88. H 0.404
89. H 0.389
90. H 0.359
91. H 0.211
92. H 0.204
93. H 0.406
94. H 0.357
95. H 0.396
96. H 0.411
97. H 0.286
98. H 0.386
99. H 0.369

# 3
Molecular formula: C42H53N3OSSiW
Method: DFT, ωB97M-V/def2-TZVPD

```
! RIJCOSX wB97M-V def2-TZVPD def2/J DEFGRID3
* xyz 2 3
W -0.964 0.406 -1.142
C -2.951 -1.109 -3.121
C -3.697 -0.799 -1.821
N -2.705 -0.329 -0.861
C -2.398 2.388 -1.110
C -2.056 2.227 -2.413
S 0.500 0.873 -2.857
C -0.208 0.123 -4.346
C -0.629 -1.271 -3.957
N -1.513 -1.170 -2.781
H -3.108 -0.342 -3.879
H -3.271 -2.060 -3.547
H -4.220 -1.672 -1.427
H -4.447 -0.020 -1.986
H -3.110 -0.103 0.047
H -1.910 3.177 -0.557
H -3.326 2.007 -0.713
H -1.326 2.892 -2.854
H -2.684 1.664 -3.095
H 0.560 0.122 -5.117
H -1.042 0.726 -4.708
H 0.252 -1.841 -3.657
H -1.124 -1.806 -4.770
H -1.405 -2.028 -2.249
C -0.712 -5.975 -2.481
C -1.130 -4.868 -1.552
C -2.324 -4.930 -0.844
C -2.711 -3.917 0.035
C -3.964 -4.043 0.857
C -1.899 -2.801 0.149
C -0.683 -2.695 -0.554
C -0.305 -3.760 -1.380
N 0.069 -1.518 -0.423
C 1.484 -1.617 0.056
C 2.477 -0.740 -0.726
C 3.855 -0.770 -0.044
C 3.718 -0.197 1.372
C 2.758 -1.065 2.184
C 3.293 -2.493 2.262
C 3.416 -3.047 0.844
C 4.393 -2.198 0.030
C 2.052 -3.042 0.138
C 1.378 -1.084 1.521
H -1.472 -6.751 -2.538
H 0.214 -6.437 -2.136
H -0.535 -5.599 -3.489
H -2.961 -5.799 -0.964
H -3.981 -4.990 1.396
H -4.855 -4.021 0.226
H -4.039 -3.239 1.587
H -2.137 -2.047 0.890
H 0.596 -3.694 -1.970
H 2.139 0.296 -0.747
H 2.544 -1.090 -1.761
H 4.530 -0.143 -0.630
H 3.350 0.831 1.331
H 4.694 -0.169 1.862
H 2.647 -0.647 3.188
H 2.626 -3.121 2.861
H 4.269 -2.501 2.751
H 3.761 -4.082 0.880
H 4.515 -2.616 -0.973
H 5.378 -2.201 0.502
H 1.357 -3.700 0.666
H 2.224 -3.449 -0.858
H 0.938 -0.089 1.525
H 0.711 -1.750 2.081
O 0.133 1.397 -0.057
Si 0.177 2.729 1.074
C -1.404 2.384 2.019
C -1.938 1.092 2.053
C -3.104 0.801 2.748
C -3.768 1.809 3.433
C -3.236 3.090 3.447
C -2.060 3.369 2.760
C 0.207 4.192 -0.073
C -0.577 5.335 0.100
C -0.496 6.398 -0.789
C 0.375 6.335 -1.868
C 1.166 5.209 -2.056
C 1.082 4.148 -1.166
C 1.634 2.647 2.190
C 2.795 3.372 1.893
C 3.874 3.367 2.763
C 3.801 2.648 3.948
C 2.650 1.939 4.268
C 1.573 1.941 3.396
H -1.393 0.260 1.604
H -3.476 -0.217 2.788
H -4.677 1.593 3.978
H -3.731 3.876 4.002
H -1.657 4.373 2.818
H -1.268 5.409 0.932
H -1.109 7.276 -0.637
H 0.442 7.166 -2.558
H 1.855 5.164 -2.890
H 1.714 3.280 -1.326
H 2.855 3.955 0.981
H 4.764 3.932 2.524
H 4.639 2.652 4.634
H 2.590 1.396 5.203
H 0.673 1.396 3.663
*
```

The HOMO energy (alpha / beta) is -13.72 / -13.74 eV. For the LUMO energy (alpha / beta), the calculation gives -0.2304 / -0.2885 Eh. Its total energy is -71459.5824 eV. Its orbital gap (alpha / beta) is 7.5 / 5.9 eV. The value obtained for the energy above the lowest of the compared OMol25 structures with the same formula, charge and spin is 54.0 kcal per mole. As for the expectation value of S²: 2.030.

Mulliken atomic charge list, values in e, 99 entries:
1. W 0.673
2. C -0.848
3. C -0.882
4. N 0.436
5. C -0.325
6. C -1.184
7. S -0.344
8. C -0.826
9. C -0.452
10. N -0.293
11. H 0.535
12. H 0.483
13. H 0.353
14. H 0.493
15. H 0.030
16. H 0.194
17. H 0.522
18. H 0.467
19. H 0.381
20. H 0.603
21. H 0.329
22. H 0.194
23. H 0.523
24. H -0.255
25. C -1.547
26. C 0.306
27. C -0.855
28. C 0.508
29. C -1.823
30. C -0.380
31. C -0.540
32. C 0.344
33. N 0.513
34. C 1.505
35. C -1.257
36. C 0.276
37. C -0.295
38. C 0.355
39. C -1.627
40. C 0.303
41. C -1.621
42. C -1.883
43. C -0.638
44. H 0.425
45. H 0.333
46. H 0.358
47. H 0.453
48. H 0.499
49. H 0.379
50. H 0.297
51. H 0.388
52. H 0.502
53. H -0.300
54. H 0.487
55. H 0.519
56. H -0.593
57. H 0.665
58. H 0.447
59. H 0.582
60. H 0.503
61. H 0.254
62. H 0.564
63. H 0.597
64. H 0.408
65. H 0.432
66. H -0.658
67. H 0.654
68. O 1.016
69. Si -0.224
70. C 0.810
71. C 0.179
72. C -0.985
73. C -0.779
74. C -1.057
75. C -0.619
76. C 0.774
77. C -0.200
78. C -0.825
79. C -0.715
80. C -0.937
81. C 0.273
82. C 0.651
83. C -0.475
84. C -0.703
85. C -0.698
86. C -0.576
87. C -0.276
88. H 0.756
89. H 0.580
90. H 0.453
91. H 0.460
92. H 0.445
93. H 0.251
94. H 0.469
95. H 0.434
96. H 0.493
97. H 0.321
98. H 0.355
99. H 0.463

# 4
Molecular formula: C5H9NO2
Method: DFT, ωB97M-V/def2-TZVPD

```
! RIJCOSX wB97M-V def2-TZVPD def2/J DEFGRID3
* xyz 0 1
C -0.633 0.027 -1.545
N 0.224 -0.154 -0.378
C 0.516 1.076 0.356
C -0.666 1.602 1.053
C -1.629 1.848 1.743
C 0.005 -1.734 0.467
O -0.742 -2.643 0.151
H -0.233 0.819 -2.194
H -0.679 -0.910 -2.110
H -1.655 0.293 -1.241
H 1.306 0.871 1.091
H 0.908 1.851 -0.323
H -2.442 2.245 2.325
H 0.101 -1.419 1.526
H 1.487 -0.770 -0.898
O 1.905 -1.870 -0.304
H 2.228 -1.131 0.280
*
```

The HOMO energy is -9.42 eV. For the LUMO energy, the calculation gives 0.0185 Eh. Its total energy is -10910.3598 eV. Its orbital gap is 9.9 eV. The value obtained for the energy above the lowest of the compared OMol25 structures with the same formula, charge and spin is 143.3 kcal per mole.

For reference, the Mulliken charges in units of e are:
1. C -1.018
2. N -0.343
3. C -0.719
4. C -0.335
5. C -0.008
6. C 0.388
7. O -0.465
8. H 0.338
9. H 0.334
10. H 0.338
11. H 0.275
12. H 0.354
13. H 0.418
14. H 0.289
15. H 0.561
16. O -0.707
17. H 0.300